1.
The following is a quantum chemistry calculation of a 9-piece molecular cluster, H18O9 overall in a non-equilibrium geometry, from OMol25.

Geometry as XYZ:
```
27
H18O9 ωB97M-V with the def2-TZVPD basis set
H -0.50267 -0.59020 -0.06846
H 0.94181 -0.63872 0.40184
H -3.13846 0.04986 -3.81095
H -2.16607 -1.08858 -4.07263
H -1.94207 2.10944 2.94138
H -1.14646 0.84574 2.65830
H 1.33316 0.66601 -0.65223
H 0.60419 -0.31268 -1.55821
H -0.58689 4.27028 -0.62061
H 0.78502 4.07929 0.00504
H -1.85357 3.17495 -1.89347
H -3.17612 3.55757 -1.24965
H 3.48691 -0.54897 4.62929
H 2.06311 -0.24318 4.19418
H 1.03612 -3.50124 -1.68935
H 0.37860 -3.83242 -0.35967
H 2.52051 -4.10610 -0.04257
H 1.65897 -3.53005 1.06917
O 0.18764 -0.04365 0.32367
O -3.10742 -0.88242 -4.05360
O -1.93539 1.16110 3.11342
O 0.86300 0.61340 -1.49197
O -0.11675 3.74012 0.03276
O -2.42725 2.95909 -1.14964
O 2.96972 -0.26367 3.86764
O 0.77263 -4.24537 -1.13634
O 2.49776 -3.39959 0.61265
```

relative energy (zero: lowest compared OMol25 entry of this formula, charge and spin): 502.4 kJ/mol
largest force on an atom: 0.1107 Eh/bohr
E_HOMO: -9.68 eV
SMILES: O.O.O.O.O.O.O.O.O
2S+1: 1
gap between HOMO and LUMO: 0.34599 Ha

2.
The following is a quantum chemistry calculation of C21H26AsBIMnN4O8S2 as an isolated structure, from OMol25.

Geometry as XYZ:
```
65
C21H26AsBIMnN4O8S2 ωB97M-V with the def2-TZVPD basis set
Mn 0.03213 -0.65998 0.42174
C 0.24507 1.43874 -2.39261
C -1.12502 1.45453 -1.69794
N -1.47992 0.11085 -1.26349
C -1.79553 -0.84571 -2.32729
C -1.27605 -2.24624 -1.98368
S 0.42776 -2.69490 -2.49386
C 1.12713 -1.34697 -3.48034
C 1.94831 -0.31116 -2.72346
N 1.15178 0.46828 -1.78975
H 0.66521 2.44961 -2.38345
H 0.10738 1.16945 -3.44225
H -1.86937 1.88737 -2.37869
H -1.08868 2.08264 -0.80568
H -2.27569 0.16161 -0.63391
H -1.38573 -0.50323 -3.27542
H -2.87981 -0.92144 -2.44036
H -1.89764 -2.99344 -2.47588
H -2.27816 -2.34824 -0.33393
H 0.34609 -0.88935 -4.08713
H 1.78764 -1.86695 -4.17651
H 2.44450 0.32671 -3.47364
H 2.71846 -0.82265 -2.14714
H 1.75081 0.91273 -1.10871
O -3.40362 -0.15097 3.80085
As -2.47730 0.68247 2.58334
O -1.86364 2.06090 3.26460
O -1.24957 -0.23126 1.90791
C -3.70538 1.17065 1.16680
C -3.86824 2.50883 0.83510
C -4.66717 2.84686 -0.25079
C -5.29837 1.85440 -0.99269
C -5.14281 0.51557 -0.65548
C -4.35074 0.17852 0.42845
S -4.04314 -1.52051 1.00319
O -4.01279 -2.31415 -0.27296
O -5.23050 -1.77582 1.87324
O -1.33109 -2.45221 -0.58001
H -4.02586 -0.78322 3.40225
H -3.36359 3.26732 1.42170
H -4.79267 3.88707 -0.52507
H -5.91338 2.12869 -1.84195
H -5.62855 -0.26926 -1.22368
O 2.47173 -2.20436 2.04131
B 2.07233 -1.57395 0.82597
O 3.27001 -1.41052 0.05096
C 4.30745 -1.90085 0.78985
C 5.64465 -1.94960 0.47278
C 6.50337 -2.50666 1.42532
C 6.01619 -2.98926 2.63455
C 4.65287 -2.93449 2.93969
C 3.82129 -2.38271 1.99305
H 6.01079 -1.57179 -0.47281
H 7.56403 -2.56168 1.21681
H 6.70412 -3.41221 3.35520
H 4.26115 -3.30401 3.87753
I 4.19070 4.43795 1.87747
C 2.52678 3.23246 1.78478
C 1.33166 3.39648 2.45423
N 0.53040 2.39561 2.07565
N 1.12790 1.57530 1.20407
C 2.34237 2.08396 1.00869
H 1.00673 4.14338 3.15774
H -0.45633 2.23374 2.45359
H 3.06757 1.58708 0.38216
```

relative energy (zero: lowest compared OMol25 entry of this formula, charge and spin): 256.7 kJ/mol
largest force on an atom: 0.0139 Eh/bohr
E_HOMO (alpha / beta): -4.80 / -5.19 eV
total charge: -1
2S+1: 6
gap between HOMO and LUMO (alpha / beta): 0.25086 / 0.26533 Ha

3.
The following is a quantum chemistry calculation of a 10-piece molecular cluster, C69H151N7O13 overall in a non-equilibrium geometry, from OMol25.

Geometry as XYZ:
```
240
C69H151N7O13 ωB97M-V with the def2-TZVPD basis set
C 0.89524 -4.32364 -0.21101
C 0.32660 -5.53460 0.54320
C -1.23193 -5.53094 0.38310
C -1.95928 -6.86960 0.20390
C -1.23864 -7.87221 -0.69313
C 0.24045 -8.06655 -0.21421
N 0.85061 -6.73676 -0.17081
O 2.25821 -6.75720 -0.21966
C 0.22175 -8.71669 1.16868
C 0.94682 -8.99018 -1.21397
C 0.72810 -5.45704 2.00538
H 1.97081 -4.38682 -0.40339
H 0.78072 -3.32500 0.21183
H 0.50554 -4.33603 -1.23178
H -1.63103 -5.17519 1.33776
H -1.55700 -4.74466 -0.29827
H -2.93997 -6.60880 -0.20787
H -2.27177 -7.23821 1.18309
H -1.33386 -7.58300 -1.73925
H -1.68216 -8.86632 -0.59733
H 1.21233 -8.92094 1.57745
H -0.21885 -8.04895 1.90814
H -0.38453 -9.62131 1.08896
H 0.30327 -9.85714 -1.38932
H 1.07836 -8.66115 -2.24847
H 1.91880 -9.30288 -0.83599
H 1.78170 -5.61534 2.25217
H 0.25986 -6.20850 2.64545
H 0.44415 -4.45555 2.33859
H 2.45814 -6.64044 -1.15525
C 2.78382 1.61286 -6.07530
C 3.31027 0.56548 -5.06350
C 3.93141 1.33163 -3.87910
C 4.43586 0.47355 -2.76680
C 3.30741 -0.36803 -2.18038
C 2.45944 -1.08481 -3.27523
N 2.25403 -0.26787 -4.46683
O 1.34987 -0.84984 -5.36915
C 3.12280 -2.47174 -3.63785
C 1.12750 -1.45005 -2.62803
C 4.31356 -0.37551 -5.77932
H 3.67183 2.15381 -6.42731
H 2.20904 2.50025 -5.80255
H 2.36272 1.10962 -6.94422
H 4.50842 2.16956 -4.27701
H 3.11561 1.89649 -3.40356
H 5.09709 1.00124 -2.07322
H 5.19756 -0.23212 -3.12991
H 2.64852 0.17199 -1.49833
H 3.69199 -1.18600 -1.56623
H 2.71626 -2.97434 -4.51414
H 4.19057 -2.44659 -3.87616
H 3.06938 -3.04263 -2.70734
H 1.22463 -1.50520 -1.54134
H 0.36233 -0.70729 -2.86944
H 0.64789 -2.40946 -2.83635
H 4.94432 -0.95900 -5.11551
H 4.92857 0.21408 -6.46446
H 3.78676 -1.08326 -6.42185
H 0.49617 -0.42915 -5.21582
C 1.39191 3.92632 0.30092
C 2.90904 4.15964 0.15854
C 3.12286 4.60510 -1.32319
C 4.45907 5.26507 -1.55280
C 4.85881 6.31714 -0.54533
C 4.63330 5.92597 0.92414
N 3.33724 5.22877 1.05144
O 2.91105 5.02486 2.37351
C 5.79431 5.04461 1.43618
C 4.51810 7.18131 1.76919
C 3.59342 2.82243 0.41615
H 0.96050 4.91275 0.10214
H 0.99677 3.49353 1.22050
H 0.92165 3.30191 -0.46442
H 3.19684 3.66152 -1.87764
H 2.23694 5.02890 -1.79968
H 4.73547 5.49947 -2.58974
H 5.22010 4.46756 -1.61699
H 4.46575 7.31708 -0.75094
H 5.92093 6.58410 -0.58197
H 5.94698 5.01709 2.51589
H 5.86734 4.07291 0.94605
H 6.77950 5.41430 1.11722
H 4.08747 6.93510 2.73990
H 5.46618 7.69208 1.92870
H 3.73964 7.80990 1.33235
H 4.58676 2.59035 0.03232
H 2.92936 1.96649 0.27841
H 3.73898 2.72557 1.50358
H 3.37194 4.20438 2.63211
C -6.76884 -0.34657 -1.54703
C -5.85190 -1.58595 -1.81446
C -6.53336 -2.44600 -2.90229
C -5.61266 -3.39188 -3.68371
C -4.38269 -2.59748 -4.14138
C -3.59209 -1.86317 -3.07481
N -4.48471 -1.18639 -2.19110
O -3.85897 -0.53517 -1.10214
C -2.62862 -2.86540 -2.40480
C -2.72928 -0.83105 -3.87919
C -5.84399 -2.41216 -0.52046
H -6.48549 0.47640 -2.20441
H -6.60241 0.00576 -0.52906
H -7.78652 -0.69071 -1.71150
H -7.28734 -3.12037 -2.48771
H -7.10861 -1.79128 -3.56202
H -6.00912 -4.02969 -4.47631
H -5.21497 -4.23099 -3.09225
H -4.82452 -1.85901 -4.82127
H -3.78534 -3.26856 -4.76022
H -3.18461 -3.66090 -1.90272
H -1.85059 -3.25415 -3.05908
H -2.10943 -2.37985 -1.57141
H -3.22789 -0.17795 -4.60180
H -2.10720 -0.23227 -3.21312
H -2.11595 -1.38172 -4.60177
H -5.42443 -3.41570 -0.58159
H -6.85052 -2.53697 -0.10630
H -5.40641 -1.80475 0.27569
H -3.91663 0.38396 -1.38341
C 6.43892 -1.75196 0.14139
C 6.20215 -2.92980 1.12446
C 7.16009 -3.12387 2.28509
C 7.10057 -1.97075 3.27109
C 5.65440 -1.79041 3.79497
C 4.51638 -1.94798 2.72467
N 4.85651 -2.96674 1.67320
O 3.85829 -2.98944 0.69377
C 3.26254 -2.49705 3.46578
C 4.23154 -0.53319 2.20499
C 6.30480 -4.22920 0.26586
H 6.56164 -0.78272 0.62031
H 5.57050 -1.74801 -0.51596
H 7.33079 -1.96553 -0.44830
H 6.90011 -4.08080 2.75450
H 8.14270 -3.46688 1.94376
H 7.45740 -1.05776 2.78975
H 7.79993 -2.22182 4.07025
H 5.60920 -0.76889 4.16934
H 5.54372 -2.53131 4.58703
H 2.53322 -2.86325 2.74454
H 3.50739 -3.36476 4.07972
H 2.97491 -1.67420 4.12052
H 5.13840 -0.00689 1.91013
H 3.56451 -0.68055 1.35283
H 3.78192 0.06809 2.99531
H 5.48876 -4.30499 -0.44944
H 6.33059 -5.07536 0.95372
H 7.22810 -4.30340 -0.31398
H 3.22455 -3.69497 0.86247
C -6.31799 4.38491 4.35713
C -5.28594 3.65281 3.45495
C -4.03659 4.49873 3.58596
C -2.70221 3.91111 3.10239
C -2.62715 2.62058 3.89828
C -3.70428 1.60579 3.61260
N -5.01315 2.30228 3.87326
O -6.16190 1.47862 3.98460
C -3.62128 0.93163 2.24980
C -3.63467 0.49531 4.68943
C -5.77384 3.60943 1.96628
H -6.26843 4.29179 5.44288
H -7.34161 4.06151 4.13038
H -6.40809 5.44531 4.11170
H -4.05846 5.47570 3.09002
H -3.93231 4.69496 4.65638
H -1.87038 4.55013 3.40471
H -2.57973 3.75818 2.02917
H -2.38280 2.64538 4.96033
H -1.68006 2.22988 3.48387
H -3.48107 1.47706 1.31062
H -2.99126 0.04252 2.23480
H -4.63108 0.59746 1.97249
H -2.59200 0.17283 4.59228
H -3.87219 0.73266 5.72296
H -4.21632 -0.37603 4.38306
H -5.00317 3.13731 1.34769
H -5.97280 4.60151 1.56275
H -6.55765 2.85618 1.86689
H -6.24733 1.52851 4.94447
C -1.82158 2.70767 -1.27927
C -2.89485 3.56266 -2.03233
C -3.29978 4.85180 -1.37513
C -2.21638 5.89391 -1.36554
C -2.07373 6.27126 -2.85116
C -1.70140 5.05282 -3.77627
N -2.38923 3.81320 -3.39021
O -2.07920 2.63503 -4.12597
C -2.30477 5.49803 -5.12846
C -0.16962 4.83418 -3.91389
C -4.13679 2.66701 -2.07158
H -1.66095 1.80783 -1.87265
H -2.15203 2.47723 -0.26454
H -0.84921 3.20063 -1.22755
H -4.21568 5.29425 -1.79727
H -3.80517 4.72531 -0.40585
H -1.32294 5.35514 -1.03470
H -2.43339 6.72029 -0.69228
H -1.11553 6.80180 -2.85714
H -2.89444 6.87028 -3.22660
H -3.34527 5.81270 -5.00133
H -1.74586 6.31383 -5.58718
H -2.51252 4.70683 -5.85576
H 0.32743 5.22302 -3.02359
H 0.09145 3.78474 -4.03837
H 0.14286 5.35744 -4.81698
H -4.38985 2.41364 -1.03904
H -4.16215 1.75684 -2.67638
H -4.93220 3.29580 -2.48447
H -2.98636 2.38832 -4.34028
C 0.81869 3.18198 5.12548
C 1.67510 2.23060 5.96988
O 2.28660 1.26952 5.12272
O -0.01010 4.05434 5.89768
H 0.23051 2.69737 4.33624
H 1.43504 3.89618 4.56364
H 0.96579 1.80550 6.68957
H 2.40686 2.77236 6.56356
H 1.60627 0.97418 4.50871
H 0.02809 4.89739 5.44494
C -4.71447 -4.92408 3.99874
C -3.37323 -4.43445 3.46984
O -3.55825 -3.56192 2.38833
O -5.24322 -4.03758 4.99672
H -4.60895 -5.89717 4.47563
H -5.37231 -4.99784 3.12669
H -2.79172 -5.34268 3.24743
H -2.74466 -4.00549 4.25755
H -2.83163 -2.95479 2.23988
H -5.23679 -3.20791 4.49728
C 0.64473 -0.27361 0.82006
C -0.72790 -0.54746 0.30025
O -1.35395 -1.57714 1.09175
O 0.68804 0.54233 1.99746
H 1.14658 0.42193 0.14258
H 1.21636 -1.20155 0.91188
H -0.78425 -0.74611 -0.76875
H -1.32511 0.33691 0.54730
H -2.24718 -1.67156 0.73148
H 0.40424 -0.02463 2.72672
```

relative energy (zero: lowest compared OMol25 entry of this formula, charge and spin): 487.4 kJ/mol
largest force on an atom: 0.0658 Eh/bohr
E_HOMO: -7.88 eV
SMILES: CC1(C)CCCC(C)(C)N1O.CC1(C)CCCC(C)(C)N1O.CC1(C)CCCC(C)(C)N1O.CC1(C)CCCC(C)(C)N1O.CC1(C)CCCC(C)(C)N1O.CC1(C)CCCC(C)(C)N1O.CC1(C)CCCC(C)(C)N1O.OCCO.OCCO.OCCO
2S+1: 1
gap between HOMO and LUMO: 0.30718 Ha

4.
The following is a quantum chemistry calculation of a 2-piece molecular cluster, C2H8N2S overall in a non-equilibrium geometry, from OMol25.

Geometry as XYZ:
```
13
C2H8N2S ωB97M-V with the def2-TZVPD basis set
S -2.65450 0.66289 -0.24964
H -3.79369 0.41406 0.39513
C 1.54493 0.46759 -1.23738
N 0.41446 0.22122 -0.34820
C 0.51492 -0.48678 0.74171
N -0.54216 -0.75480 1.46184
H 2.17305 1.29245 -0.90312
H 1.12381 0.73590 -2.20434
H 2.15022 -0.42172 -1.39639
H -0.48221 0.62707 -0.64467
H 1.45801 -0.95477 0.99117
H -1.48340 -0.40305 1.16809
H -0.42346 -1.40005 2.22581
```

relative energy (zero: lowest compared OMol25 entry of this formula, charge and spin): 43.3 kJ/mol
largest force on an atom: 0.0278 Eh/bohr
E_HOMO: -6.98 eV
2S+1: 1
gap between HOMO and LUMO: 0.26752 Ha

Q: Number 3 is which compound?
A: C69H151N7O13